C34H24IrN8O5S | wB97M-V/def2-TZVPD

Atoms and positions in Å:
Ir: -0.83800 -0.96741 0.12640
C: -0.81379 -0.49955 -4.19147
C: -1.28989 -0.59436 -2.88398
N: -0.45075 -0.76085 -1.87513
C: 0.87892 -0.81021 -2.14588
C: 1.31248 -0.71859 -3.45292
N: 0.47459 -0.57094 -4.47472
C: 1.77009 -0.91078 -0.97288
C: 3.15174 -0.83399 -0.96391
C: 3.82670 -0.80015 0.25458
C: 3.09076 -0.84993 1.44040
C: 1.71284 -0.93668 1.37564
N: 1.11413 -0.97001 0.18547
C: 0.75643 -0.96135 2.50517
C: 1.12248 -0.90702 3.83822
N: 0.23525 -0.92244 4.82577
C: -1.04052 -1.00237 4.48766
C: -1.44861 -1.06339 3.15795
N: -0.56113 -1.03280 2.17355
C: 5.31149 -0.68445 0.28854
C: 6.08739 -1.10267 -0.79917
C: 7.47133 -0.98413 -0.76329
N: 7.93988 -0.46339 0.33801
C: 7.34999 -0.03274 1.41977
C: 5.96539 -0.14836 1.40415
H: -1.50610 -0.37088 -5.01370
H: -2.34497 -0.54782 -2.65316
H: 2.36661 -0.76683 -3.69568
H: 3.67188 -0.74144 -1.90481
H: 3.56949 -0.84325 2.40752
H: 2.16463 -0.84696 4.12637
H: -1.77326 -1.02174 5.28432
H: -2.49079 -1.14689 2.88381
H: 5.66441 -1.56050 -1.68105
H: 8.14833 -1.29659 -1.55029
H: 7.93543 0.38748 2.22966
H: 5.43986 0.22920 2.26853
O: 1.08980 1.66551 0.08596
C: -0.09068 2.00354 0.17520
O: -1.08220 1.18123 0.29957
C: -0.46699 3.46121 0.16823
C: -1.79776 3.86296 0.11779
C: -2.12280 5.20881 0.10838
C: -1.09380 6.13034 0.15228
C: 0.23774 5.76312 0.19845
C: 0.54586 4.41343 0.20260
N: -1.43352 7.57295 0.14649
O: -0.51358 8.35891 0.20876
O: -2.60959 7.86503 0.15288
H: -2.57849 3.11699 0.07363
H: -3.14514 5.55350 0.06543
H: 1.00042 6.52675 0.22805
H: 1.57399 4.08176 0.23121
C: -1.38154 -3.87618 0.94038
C: -0.68111 -2.98029 -0.06013
O: 0.04732 -3.45679 -0.90578
H: -1.36058 -4.91120 0.60304
H: -2.40999 -3.55590 1.11193
H: -0.85465 -3.80827 1.89681
S: -5.29011 0.00308 0.60430
C: -3.60036 0.00940 0.74350
N: -2.95393 -0.89452 0.05510
C: -3.84192 -1.66297 -0.71431
C: -3.52077 -2.66638 -1.63350
C: -4.54777 -3.29668 -2.30249
C: -5.88703 -2.94925 -2.08182
C: -6.21826 -1.94834 -1.19631
C: -5.18028 -1.30643 -0.52301
H: -3.08048 0.73517 1.35182
H: -2.49594 -2.94053 -1.83479
H: -4.31362 -4.07611 -3.01487
H: -6.66851 -3.46566 -2.62176
H: -7.24850 -1.66343 -1.03245

Summary:
HOMO-LUMO gap (alpha / beta) = 6.021 / 3.309 eV
Spin multiplicity = 2
Charge = +2
Energy above the lowest of the compared OMol25 structures with the same formula, charge and spin = 0.00 kJ/mol
Expectation value of S² = 0.7587

---

C5H8AlLiO3 | wB97M-V/def2-TZVPD

Atoms and positions in Å:
C: 1.13046 -3.12932 0.63753
C: 1.74322 -3.15238 -0.58144
H: 1.69222 -2.72531 1.49034
H: 0.25592 -3.77615 0.81047
H: 1.62159 -3.90928 -1.36553
Al: 1.55539 -1.25850 -1.17209
O: -0.22575 1.34758 0.57299
Li: 1.18208 2.59199 1.84323
O: 1.57428 0.72751 1.59358
C: 0.62445 0.36278 0.89270
O: 0.63138 -0.68222 0.17814
C: -0.97343 1.36553 -0.65927
C: -2.08544 2.37102 -0.49481
H: -0.31072 1.64284 -1.48961
H: -1.33238 0.35108 -0.87639
H: -1.74757 3.21610 0.11982
H: -2.37573 2.74182 -1.48684
H: -2.95999 1.91493 -0.01283

Summary:
HOMO-LUMO gap (alpha / beta) = 4.990 / 4.741 eV
Spin multiplicity = 2
Charge = +3
Energy above the lowest of the compared OMol25 structures with the same formula, charge and spin = 139.18 kJ/mol
Expectation value of S² = 0.7565

---

C20H39ClN2O7 | wB97M-V/def2-TZVPD

Atoms and positions in Å:
C: 8.92944 -0.88765 -1.41293
C: 7.98856 0.28812 -1.74791
C: 7.87732 1.20115 -0.52995
C: 6.62546 -0.27523 -2.25092
C: 5.39080 0.35055 -1.69955
C: 4.88288 1.57845 -1.83485
Cl: 5.47167 2.88094 -2.72785
C: 3.60076 1.66384 -1.06466
O: 2.99223 2.63525 -0.75182
O: 3.26977 0.38402 -0.70768
C: 4.41386 -0.40425 -0.87489
O: 4.52769 -1.46082 -0.35546
H: 8.38315 -1.69390 -0.92243
H: 9.44035 -1.26924 -2.29444
H: 9.68892 -0.55847 -0.70293
H: 8.44607 0.81832 -2.58456
H: 7.39248 0.66704 0.28872
H: 7.33894 2.12480 -0.72946
H: 8.88118 1.48375 -0.21556
H: 6.54701 -0.22243 -3.33934
H: 6.58419 -1.33375 -1.99404
C: -4.83887 2.44555 -1.44348
O: -3.87189 2.90287 -0.52186
C: -3.09247 1.86983 0.07428
C: -1.65822 1.91672 -0.40453
N: -1.55065 1.52408 -1.80315
C: -0.23712 1.74497 -2.39790
C: 0.28843 3.17315 -2.48722
O: -0.42150 3.99942 -3.39269
C: -1.57995 4.62061 -2.87135
H: -5.47662 3.29260 -1.69207
H: -4.38607 2.06975 -2.36804
H: -5.45866 1.65487 -1.00987
H: -3.53064 0.88516 -0.10460
H: -3.10296 2.05043 1.15383
H: -1.06224 1.22662 0.20071
H: -1.28248 2.93358 -0.22490
H: -2.24239 2.02791 -2.34216
H: -0.26971 1.34350 -3.41434
H: 0.49267 1.14546 -1.84306
H: 1.30712 3.11913 -2.87855
H: 0.36184 3.65334 -1.50533
H: -1.47255 4.84866 -1.80769
H: -2.47452 4.00810 -3.01769
H: -1.72421 5.55470 -3.41507
C: -4.62981 -2.37671 5.52983
O: -3.59050 -3.19103 5.02641
C: -4.01848 -4.43453 4.48620
C: -3.83411 -4.47532 2.98502
N: -4.75678 -3.57106 2.31308
C: -4.50725 -3.38756 0.88689
C: -3.18159 -2.77025 0.45600
O: -3.02946 -1.40987 0.81349
C: -2.54543 -1.16976 2.12202
H: -4.16372 -1.55057 6.06392
H: -5.25691 -1.96404 4.73171
H: -5.26593 -2.93006 6.22694
H: -5.05993 -4.63514 4.75397
H: -3.39757 -5.21500 4.93478
H: -4.02349 -5.49480 2.63551
H: -2.78159 -4.23918 2.77658
H: -4.72395 -2.66837 2.76817
H: -5.30647 -2.75223 0.49739
H: -4.60877 -4.35970 0.39346
H: -3.15531 -2.79094 -0.63650
H: -2.31736 -3.35048 0.80092
H: -1.86282 -1.95352 2.45895
H: -3.36638 -1.06909 2.83800
H: -2.00543 -0.22230 2.10647

Summary:
SMILES = CC(C)CC1=C(Cl)C(=O)OC1=O.COCCNCCOC.COCCNCCOC
HOMO-LUMO gap = 7.356 eV
Charge = 0
Energy above the lowest of the compared OMol25 structures with the same formula, charge and spin = 0.00 kJ/mol

---

CH2FO4S | wB97M-V/def2-TZVPD

Atoms and positions in Å:
C: -2.07832 -1.05489 -0.22365
O: -1.55537 1.44679 -0.97545
O: -2.05587 1.01325 1.36973
O: -3.78031 0.61221 -0.32687
O: -2.28109 -1.70754 -1.20582
F: -2.13103 -1.68459 0.95264
S: -2.33792 0.75714 0.00139
H: 1.12032 -1.44471 -0.18108
H: 1.29828 -0.71017 0.03062

Summary:
HOMO-LUMO gap = 9.853 eV
Charge = -1
Energy above the lowest of the compared OMol25 structures with the same formula, charge and spin = 105.70 kJ/mol

---

C2H11N4 | wB97M-V/def2-TZVPD

Atoms and positions in Å:
C: 1.24935 -0.90536 -1.86645
N: 1.29822 0.51329 -1.52047
H: 0.26038 -1.28630 -2.15285
H: 1.56648 -1.45538 -0.97141
H: 1.96614 -1.11830 -2.65747
H: 0.67470 1.07742 -2.09185
H: 0.98575 0.66452 -0.55286
N: -1.69890 0.07081 0.27935
C: -0.43519 0.36651 0.80299
N: -0.54642 1.23553 2.21046
N: 0.12171 -0.87566 1.22385
H: -2.05580 0.87203 -0.23273
H: -1.58829 -0.77041 -0.28253
H: -0.30738 2.18348 1.90344
H: -1.57330 1.18824 2.22134
H: 0.81257 -0.66124 1.94106
H: -0.73003 -1.09919 1.74611

Summary:
HOMO-LUMO gap = 6.402 eV
Charge = +1
Energy above the lowest of the compared OMol25 structures with the same formula, charge and spin = 530.64 kJ/mol

---

CH3ClN2 | wB97M-V/def2-TZVPD

Atoms and positions in Å:
C: 0.33038 0.05158 0.39980
N: -0.17713 0.87515 -0.69946
N: 0.00153 2.13294 -1.50887
Cl: -1.15992 2.21471 -2.72772
H: 1.26089 0.18101 0.90278
H: -0.37860 -0.82234 0.50339
H: -1.10312 0.34463 -0.99173

Summary:
HOMO-LUMO gap (alpha / beta) = 7.911 / 8.729 eV
Charge = 0
Energy above the lowest of the compared OMol25 structures with the same formula, charge and spin = 558.47 kJ/mol

---

C5H9NO | wB97M-V/def2-TZVPD

Atoms and positions in Å:
C: 1.24448 1.48894 -0.30648
C: 0.33388 0.29494 -0.56436
C: 0.88713 -1.11672 -0.20350
C: -0.44804 -1.48845 0.50172
C: -0.84816 -0.06133 0.31161
N: -1.99135 0.51027 0.50579
O: -3.00998 0.01573 1.06904
H: 2.08105 1.44973 -1.01426
H: 1.66049 1.48201 0.70680
H: 0.73133 2.44495 -0.46095
H: 0.00038 0.32965 -1.61057
H: 1.18449 -1.73966 -1.04967
H: 1.72093 -1.05204 0.50285
H: -0.37862 -1.86958 1.52519
H: -1.09403 -2.16515 -0.07103
H: -2.07397 1.47670 0.15782

Summary:
SMILES = C[C@H]1CC/C1=[NH+]\[O-]
HOMO-LUMO gap = 9.066 eV
Charge = 0
Energy above the lowest of the compared OMol25 structures with the same formula, charge and spin = 343.79 kJ/mol

---

C3H4IN | wB97M-V/def2-TZVPD

Atoms and positions in Å:
C: 0.42397 -0.12305 -1.06183
C: 1.00827 -0.41513 0.10233
C: -0.82151 0.39651 -0.29054
N: 0.01436 0.14690 0.93479
I: -0.47448 -0.92746 2.64980
H: 0.68862 0.29659 -1.91166
H: 1.98527 -0.65818 0.33090
H: -1.12383 1.54630 -0.29854
H: -1.70066 -0.26248 -0.45525

Summary:
HOMO-LUMO gap = 8.448 eV
Charge = 0
Energy above the lowest of the compared OMol25 structures with the same formula, charge and spin = 222.50 kJ/mol